Record 1
The following is a DFT calculation (wB97M-V/def2-TZVPD) of a 2-piece molecular cluster, C4H6O4 overall at a distorted geometry.

As for the energy above the lowest of the compared OMol25 structures with the same formula, charge and spin: 6.624 eV. Its orbital gap is 9.9102 eV. For the total energy, the calculation gives -12429.5482 eV. The calculation puts the HOMO energy at -9.782 eV. The value obtained for the largest force on an atom is 7.16 eV Å⁻¹. As for the net charge: 0. As for the spin multiplicity: 1.

Element x y z (Å)
C 1.36 0.16 -0.19
C 0.80 -0.47 1.11
C -0.09 -0.28 -0.13
C -1.21 0.73 0.03
H 0.62 1.91 -0.78
H 1.87 -0.50 -0.91
H 0.43 0.01 2.21
H 1.18 -1.44 1.50
H -0.03 -1.68 -1.66
H -2.55 -0.66 -0.11
O 1.91 1.34 -0.35
O -0.59 -1.40 -0.75
O -2.50 0.23 0.18
O -1.21 2.06 -0.16

Record 2
The following is a DFT calculation (wB97M-V/def2-TZVPD) of a 2-piece molecular cluster, C8H10OS2Si2 overall at a distorted geometry.

Its orbital gap is 9.0297 eV. For the total energy, the calculation gives -47930.0672 eV. The calculation puts the HOMO energy at -8.811 eV. The value obtained for the largest force on an atom is 4.44 eV Å⁻¹. As for the net charge: 0. As for the spin multiplicity: 1.

Element x y z (Å)
C 0.76 -0.96 -3.43
C 0.88 -0.55 3.51
C 0.45 -0.06 -2.39
C 0.34 0.14 2.48
C 0.14 -2.18 -3.31
C 0.49 -1.84 3.46
C -0.44 -0.64 -1.50
C -0.41 -0.54 1.60
O -1.01 1.78 -0.21
Si -0.41 3.28 -0.06
Si -1.19 0.16 -0.03
S -0.99 -2.24 -2.03
S -0.53 -2.19 2.12
H 1.45 -0.81 -4.40
H 1.58 -0.06 4.22
H 0.93 1.00 -2.32
H 0.74 1.17 2.29
H 0.44 -3.10 -3.90
H 0.77 -2.71 4.20
H 1.01 2.94 0.21
H -0.55 4.12 -1.42
H -1.23 3.96 1.01
H -3.23 -0.66 -0.10

Record 3
The following is a DFT calculation (wB97M-V/def2-TZVPD) of a 2-piece molecular cluster, C15H30BCl4FIN4O14P2S2 overall at a distorted geometry.

Its orbital gap is 8.2786 eV. For the total energy, the calculation gives -152491.5343 eV. The calculation puts the HOMO energy at -12.018 eV. The value obtained for the largest force on an atom is 2.09 eV Å⁻¹. As for the net charge: +1. As for the spin multiplicity: 1.

Element x y z (Å)
C 2.42 4.32 2.10
C 2.40 3.00 1.88
C 1.82 2.37 0.62
C 0.72 1.27 0.87
O 0.23 1.80 2.07
N -1.12 1.45 2.58
O -1.43 2.23 3.35
C -0.26 1.25 -0.38
I 0.78 1.71 -2.27
C -1.38 2.30 -0.26
S -1.31 3.98 -0.94
O -1.94 4.79 0.06
O -1.84 3.96 -2.26
C -0.79 -0.23 -0.54
C -2.01 -0.59 0.33
C -3.42 -0.26 -0.17
C -4.47 -0.80 0.82
S -4.64 0.16 2.29
O -5.93 -0.08 2.83
O -4.22 1.51 2.04
O -3.55 -0.52 3.25
C -0.96 -0.88 -1.95
C -1.99 -0.35 -2.96
C -1.49 -0.44 -4.40
F -2.38 0.96 -2.69
C 0.47 -1.02 -0.04
O 0.22 -2.31 0.37
B 0.91 -3.40 -0.20
O 1.06 -3.42 -1.56
O 1.25 -4.44 0.61
N 1.29 -0.20 1.03
P 0.92 -0.97 2.78
N 1.50 -0.11 3.88
O -0.63 -1.18 2.83
O 1.45 -2.46 2.83
P 3.08 -0.40 0.70
N 3.52 -0.06 -0.72
O 3.87 0.39 1.81
O 3.35 -1.92 1.07
H 2.13 4.70 3.08
H 2.75 5.05 1.36
H 2.81 2.36 2.66
H 1.26 3.18 0.18
H 2.56 2.05 -0.11
H -1.74 2.46 0.75
H -2.22 1.90 -0.81
H 0.00 4.33 -0.94
H -1.94 -0.11 1.30
H -2.00 -1.66 0.54
H -3.67 -0.76 -1.11
H -3.62 0.81 -0.22
H -4.29 -1.85 1.07
H -5.44 -0.75 0.33
H -3.05 0.20 3.66
H -1.27 -1.91 -1.73
H 0.00 -1.02 -2.45
H -2.89 -0.96 -2.92
H -1.02 0.51 -4.67
H -2.34 -0.55 -5.07
H -0.80 -1.27 -4.54
H 1.18 -1.10 -0.87
H 1.98 -3.45 -1.85
H 1.99 -4.28 1.20
H 2.00 0.74 3.63
H -0.91 -2.07 2.54
H 2.31 -2.44 3.28
H 2.81 0.32 -1.34
H 4.37 1.10 1.37
H 4.25 -2.03 1.41
C 3.87 -2.99 -4.29
Cl 5.49 -2.79 -4.95
Cl 3.62 -4.66 -3.77
Cl 3.68 -1.92 -2.88
Cl 2.67 -2.56 -5.51

Record 4
The following is a DFT calculation (wB97M-V/def2-TZVPD) of C27H21Co2N2O8 as an isolated structure at a distorted geometry.

As for the energy above the lowest of the compared OMol25 structures with the same formula, charge and spin: 2.231 eV. Its orbital gap is 3.7134 eV. For the total energy, the calculation gives -122946.3288 eV. The calculation puts the HOMO energy at -1.542 eV. The value obtained for the largest force on an atom is 3.95 eV Å⁻¹. As for the net charge: -1. As for the spin multiplicity: 1.

Element x y z (Å)
C -1.07 -2.49 3.31
O -0.66 -1.18 2.87
C -1.60 -0.29 2.48
C -1.09 0.98 2.14
N 0.34 1.20 2.22
C 1.32 0.49 1.58
N 2.50 0.94 2.05
C 3.82 0.41 1.74
C 2.29 1.99 2.92
C 0.95 2.11 3.07
C -1.95 2.08 2.31
O -1.34 3.30 2.31
C -2.06 4.46 2.80
C -3.33 1.90 2.57
C -3.82 0.61 2.71
C -2.99 -0.50 2.61
H -0.13 -3.04 3.39
H -1.57 -2.44 4.29
H -1.73 -2.98 2.58
H 3.75 -0.63 1.38
H 4.32 1.00 0.96
H 4.43 0.42 2.65
H 3.10 2.50 3.42
H 0.40 2.77 3.70
H -1.30 5.25 2.80
H -2.88 4.72 2.12
H -2.43 4.30 3.82
H -3.98 2.77 2.70
H -4.89 0.46 2.91
H -3.38 -1.51 2.69
O 0.47 2.19 -1.12
C 1.09 1.22 -1.13
Co 2.03 -0.24 -1.05
C 3.63 0.43 -1.73
O 4.51 1.17 -1.41
C 1.36 -0.73 0.79
O 1.32 -1.84 1.28
C 2.06 -1.81 -2.02
C 0.84 -1.50 -1.49
C -0.47 -1.65 -1.20
C -1.44 -1.57 -2.28
C -2.70 -2.21 -2.18
C -3.60 -2.16 -3.24
C -3.28 -1.45 -4.41
C -2.03 -0.82 -4.54
C -1.13 -0.88 -3.48
Co 3.18 -0.78 -3.17
C 3.06 -2.13 -4.31
O 3.04 -3.00 -5.06
C 4.82 -0.72 -3.80
O 5.90 -0.69 -4.22
C 2.26 0.48 -4.03
O 1.71 1.32 -4.61
H 2.50 -2.80 -1.85
H -0.79 -1.93 -0.20
H -2.91 -2.77 -1.26
H -4.56 -2.67 -3.16
H -4.00 -1.40 -5.22
H -1.76 -0.29 -5.45
H -0.15 -0.38 -3.56

Record 5
The following is a DFT calculation (wB97M-V/def2-TZVPD) of a 2-piece molecular cluster, C6H10NO5S overall at a distorted geometry.

As for the energy above the lowest of the compared OMol25 structures with the same formula, charge and spin: 0.487 eV. Its orbital gap (alpha / beta) is 8.6999 / 8.6982 eV. For the total energy, the calculation gives -28946.1326 eV. The calculation puts the HOMO energy (alpha / beta) at -5.490 / -5.488 eV. The value obtained for the largest force on an atom is 5.29 eV Å⁻¹. As for the net charge: -1. As for the spin multiplicity: 1.

Element x y z (Å)
C 0.76 -1.47 3.72
C 1.28 -1.16 2.58
C 0.25 -0.70 1.51
C -1.33 0.85 -2.42
C -1.07 -0.07 -1.24
C 0.34 -0.03 -0.85
N 0.81 -0.67 0.25
O 1.25 -1.07 -2.90
O -0.90 -0.42 1.74
O 2.91 -0.28 -1.33
O 1.73 1.42 -2.63
O 0.66 1.92 -0.13
S 1.64 0.09 -2.05
H 1.57 -1.78 4.38
H -0.27 -1.33 4.06
H 2.29 -1.24 2.29
H -1.97 0.31 -3.14
H -1.88 1.66 -1.99
H -0.34 1.12 -2.81
H -1.76 0.21 -0.40
H -1.44 -1.08 -1.50
H 1.90 -0.69 0.25
H 1.21 2.04 -0.89

Record 6
The following is a DFT calculation (wB97M-V/def2-TZVPD) of a 2-piece molecular cluster, C11H24F4N4O2S overall at a distorted geometry.

Its orbital gap is 4.1961 eV. For the total energy, the calculation gives -43551.5009 eV. The calculation puts the HOMO energy at -6.961 eV. The value obtained for the largest force on an atom is 1.35 eV Å⁻¹. As for the net charge: 0. As for the spin multiplicity: 1.

Element x y z (Å)
C -3.99 3.80 2.06
C -4.15 2.29 2.29
C -2.81 1.54 2.33
C -1.91 1.90 1.16
N -0.56 1.32 1.37
N 0.46 2.05 0.59
C 1.76 1.94 1.28
C 2.70 3.06 0.91
F 3.55 2.66 -0.12
C 0.44 1.46 -0.66
N 1.00 0.27 -0.94
N -0.28 2.14 -1.62
S 0.80 3.19 -2.48
H -3.80 3.98 1.00
H -3.11 4.18 2.57
H -4.88 4.35 2.35
H -4.72 1.88 1.46
H -4.67 2.14 3.23
H -3.05 0.48 2.28
H -2.32 1.70 3.29
H -1.76 2.96 1.04
H -2.35 1.49 0.25
H -0.56 0.34 1.08
H 2.25 0.98 1.11
H 1.54 2.01 2.34
H 2.17 3.96 0.60
H 3.33 3.30 1.77
H 0.59 -0.63 -0.66
H 1.81 0.22 -1.54
H -0.73 1.49 -2.26
H 0.24 4.38 -2.18
C 2.23 -4.83 -3.20
C 0.88 -4.19 -2.88
O 0.27 -4.63 -1.69
C 0.69 -4.05 -0.43
O 0.75 -2.75 -0.41
C 2.03 -4.67 0.07
F 2.13 -5.99 -0.21
F 2.10 -4.57 1.42
F 3.14 -4.09 -0.41
H 2.21 -5.89 -2.98
H 2.45 -4.69 -4.27
H 3.04 -4.38 -2.64
H 0.18 -4.47 -3.67
H 0.95 -3.09 -2.90
H -0.04 -4.53 0.26

Record 7
The following is a DFT calculation (wB97M-V/def2-TZVPD) of one molecule with the formula C20H22BrN3O3.

As for the energy above the lowest of the compared OMol25 structures with the same formula, charge and spin: 0.000 eV. Its SMILES is CCCCC(=O)Nc1ccc(C(=O)NNC(=O)c2ccc(C)c(Br)c2)cc1. Its orbital gap is 8.9634 eV. For the total energy, the calculation gives -101753.7774 eV. The calculation puts the HOMO energy at -8.650 eV. The value obtained for the largest force on an atom is 0.73 eV Å⁻¹. As for the net charge: 0. As for the spin multiplicity: 1.

Element x y z (Å)
C 7.10 -2.20 2.52
C 6.69 -2.14 1.06
C 7.12 -0.82 0.41
H 6.67 0.01 0.96
H 8.21 -0.72 0.49
C 6.73 -0.76 -1.07
C 5.23 -0.88 -1.26
O 4.70 -1.84 -1.76
N 4.56 0.22 -0.81
C 3.19 0.47 -0.77
C 2.25 -0.44 -1.25
C 0.90 -0.14 -1.17
C 0.47 1.07 -0.63
C 1.42 1.98 -0.18
C 2.76 1.69 -0.24
H 3.49 2.40 0.12
H 1.07 2.92 0.23
C -0.96 1.46 -0.52
O -1.34 2.61 -0.39
N -1.86 0.44 -0.59
N -3.20 0.74 -0.43
C -4.09 -0.26 -0.24
O -3.74 -1.43 -0.26
C -5.50 0.16 -0.05
C -5.88 1.43 0.40
C -7.22 1.73 0.57
C -8.22 0.80 0.31
C -7.82 -0.46 -0.13
C -6.49 -0.78 -0.30
H -6.19 -1.77 -0.63
Br -9.13 -1.79 -0.50
C -9.66 1.14 0.49
H -10.20 1.01 -0.45
H -10.12 0.47 1.22
H -9.78 2.17 0.83
H -7.50 2.71 0.92
H -5.14 2.18 0.64
H -3.38 1.73 -0.41
H -1.66 -0.55 -0.53
H 0.19 -0.85 -1.57
H 2.57 -1.37 -1.67
H 5.13 0.97 -0.43
H 7.08 0.17 -1.51
H 7.20 -1.59 -1.60
H 5.61 -2.24 0.98
H 7.14 -2.97 0.52
H 8.18 -2.11 2.62
H 6.79 -3.14 2.97
H 6.64 -1.39 3.09

Record 8
The following is a DFT calculation (wB97M-V/def2-TZVPD) of C11H17IO as an isolated structure at a distorted geometry.

As for the energy above the lowest of the compared OMol25 structures with the same formula, charge and spin: 0.000 eV. Its orbital gap is 9.7408 eV. For the total energy, the calculation gives -21828.1905 eV. The calculation puts the HOMO energy at -9.261 eV. The value obtained for the largest force on an atom is 4.68 eV Å⁻¹. As for the net charge: 0. As for the spin multiplicity: 1.

Element x y z (Å)
C -1.31 3.02 0.38
C -2.68 0.63 2.26
C -1.42 1.80 -0.06
C -2.73 0.61 0.96
C 2.32 -1.94 -0.03
C 1.05 -2.42 -0.73
C 2.00 -0.80 0.94
C 0.38 -1.27 -1.46
C 1.30 0.34 0.20
C 0.02 -0.17 -0.47
C -0.79 0.98 -1.12
O -0.04 1.75 -2.03
I -4.01 -0.48 -0.27
H -0.64 3.73 -0.08
H -1.90 3.39 1.20
H -3.35 0.05 2.88
H -1.96 1.24 2.78
H 2.78 -2.77 0.52
H 3.04 -1.60 -0.77
H 1.29 -3.22 -1.42
H 0.36 -2.82 0.02
H 1.36 -1.16 1.74
H 2.93 -0.43 1.39
H 1.04 -0.87 -2.23
H -0.53 -1.62 -1.96
H 1.06 1.15 0.90
H 1.98 0.74 -0.56
H -0.63 -0.60 0.30
H -1.58 0.53 -1.74
H 0.68 2.19 -1.55

Record 9
The following is a DFT calculation (wB97M-V/def2-TZVPD) of one molecule with the formula C4H4N2 at a distorted geometry.

As for the energy above the lowest of the compared OMol25 structures with the same formula, charge and spin: 1.810 eV. Its SMILES is c1cncnc1. Its orbital gap is 9.7883 eV. For the total energy, the calculation gives -7190.8782 eV. The calculation puts the HOMO energy at -9.579 eV. The value obtained for the largest force on an atom is 7.15 eV Å⁻¹. As for the net charge: 0. As for the spin multiplicity: 1.

Element x y z (Å)
C 0.70 0.86 -0.01
C -0.67 1.06 0.07
C -1.00 -1.10 -0.06
C 1.19 -0.50 -0.10
H 1.41 1.82 -0.19
H -1.09 2.12 0.21
H -1.51 -2.19 -0.07
H 2.37 -0.80 0.09
N -1.61 0.09 -0.07
N 0.21 -1.36 0.13

Record 10
The following is a DFT calculation (wB97M-V/def2-TZVPD) of C6H6MnN2O3S as an isolated structure at a distorted geometry.

Its orbital gap (alpha / beta) is 8.8027 / 5.7395 eV. For the total energy, the calculation gives -57576.8224 eV. Its expectation value of S² is 8.79. The calculation puts the HOMO energy (alpha / beta) at -17.332 / -17.290 eV. The value obtained for the largest force on an atom is 13.51 eV Å⁻¹. As for the net charge: +2. As for the spin multiplicity: 6.

Element x y z (Å)
O 0.00 2.44 -0.90
C 0.00 1.37 -0.42
Mn 0.00 -0.37 -0.09
C 1.52 -0.71 -0.98
C -1.52 -0.71 -0.98
O 2.57 -1.19 -1.23
O -2.56 -1.18 -1.23
S -0.01 -1.94 1.44
C 0.00 -0.98 2.87
N 1.09 -0.49 3.49
C 0.75 0.24 4.69
C -0.75 0.13 4.77
N -1.08 -0.67 3.61
H 2.02 -0.56 3.11
H 1.07 1.28 4.58
H 1.24 -0.22 5.55
H -1.24 1.10 4.68
H -1.07 -0.39 5.67
H -2.02 -0.86 3.30

Record 11
The following is a DFT calculation (wB97M-V/def2-TZVPD) of an isolated ion of composition C3HN2O3 and charge -1 at a distorted geometry.

As for the energy above the lowest of the compared OMol25 structures with the same formula, charge and spin: 3.928 eV. Its SMILES is O=C1NC([O-])=C=[N+]1[O-]. Its orbital gap is 7.6761 eV. For the total energy, the calculation gives -12248.1015 eV. The calculation puts the HOMO energy at -4.200 eV. The value obtained for the largest force on an atom is 3.70 eV Å⁻¹. As for the net charge: -1. As for the spin multiplicity: 1.

Element x y z (Å)
C 0.55 -1.06 -0.69
C -0.39 -0.22 -1.47
C -0.27 0.60 0.66
N 0.48 -0.59 0.69
N -0.79 0.82 -0.61
O 1.27 -2.02 -0.93
O -0.56 1.22 1.66
O -1.51 1.90 -0.69
H 1.21 -0.64 1.37

Please write out number 1 again, unchanged.
The following is a DFT calculation (wB97M-V/def2-TZVPD) of a 2-piece molecular cluster, C4H6O4 overall at a distorted geometry.

As for the energy above the lowest of the compared OMol25 structures with the same formula, charge and spin: 6.624 eV. Its orbital gap is 9.9102 eV. For the total energy, the calculation gives -12429.5482 eV. The calculation puts the HOMO energy at -9.782 eV. The value obtained for the largest force on an atom is 7.16 eV Å⁻¹. As for the net charge: 0. As for the spin multiplicity: 1.

Element x y z (Å)
C 1.36 0.16 -0.19
C 0.80 -0.47 1.11
C -0.09 -0.28 -0.13
C -1.21 0.73 0.03
H 0.62 1.91 -0.78
H 1.87 -0.50 -0.91
H 0.43 0.01 2.21
H 1.18 -1.44 1.50
H -0.03 -1.68 -1.66
H -2.55 -0.66 -0.11
O 1.91 1.34 -0.35
O -0.59 -1.40 -0.75
O -2.50 0.23 0.18
O -1.21 2.06 -0.16